13 unconnected molecules or ions with the total composition C68H156N6O20 in a non-equilibrium geometry, computed with wB97M-V/def2-TZVPD.

The geometry in XYZ format:
```
250
Properties=species:S:1:pos:R:3:forces:R:3:lowdin_charge:R:1
C -1.100 -4.685 -2.804 -1.817 -1.138 0.694 -0.149
H -7.852 0.463 2.302 -0.443 0.558 -0.261 0.066
H -2.082 -5.559 5.602 -0.537 0.081 -0.648 0.102
H -2.948 -3.139 5.668 0.126 -0.327 0.001 0.126
C -0.907 -5.265 -5.672 -1.912 -0.784 -0.110 -0.506
H -0.743 0.607 -2.617 0.067 0.211 -0.009 0.111
C 0.086 0.097 1.269 -0.194 -1.359 -1.042 -0.409
H -5.241 3.098 2.070 0.038 0.030 0.434 0.040
O 0.017 -3.016 -0.352 -0.487 -1.731 0.714 -0.132
C 1.731 6.811 -1.978 0.069 -0.590 0.742 -0.113
H -5.973 -1.926 2.898 -0.016 0.032 -0.114 0.094
O 3.924 1.966 -2.217 -1.174 -1.057 0.297 -0.063
H -1.333 9.282 0.914 0.245 0.043 0.092 0.080
H -2.363 -6.724 -1.507 0.075 -0.623 0.491 0.054
H 3.000 -0.841 -5.134 -0.954 -0.287 -0.174 0.086
H -2.046 -2.163 -1.237 -0.120 0.594 0.211 0.071
H -1.171 1.884 1.566 -0.250 -0.347 0.299 0.069
O 4.579 5.144 5.096 -0.861 0.444 0.416 -0.021
C -0.345 0.263 -1.661 1.067 -1.336 0.152 -0.094
H 1.822 1.223 0.903 0.531 0.620 -0.031 0.094
H 5.225 0.907 2.864 0.156 0.053 -0.568 0.119
H -4.375 4.417 4.371 -0.098 -0.106 -0.027 0.105
H -3.519 -6.141 -2.596 0.172 -0.468 -0.555 0.090
H 6.640 2.430 6.701 0.421 -0.150 0.444 0.078
H -4.283 -5.513 6.591 -0.513 0.713 -1.449 0.122
C -5.096 -2.548 3.061 -0.681 -0.961 0.075 -0.122
C 5.930 1.178 -3.182 0.419 -0.840 -1.113 -0.243
C 0.716 -1.014 2.167 -0.553 0.829 -0.251 0.002
O 6.077 2.770 2.646 0.100 -0.181 -0.358 -0.088
H 1.118 -5.898 -5.272 0.053 -0.138 -0.465 0.065
O -7.132 -0.084 2.586 1.286 0.381 0.771 -0.090
H 5.069 -3.239 -1.648 -0.645 0.480 -0.505 0.136
H 0.146 9.021 -1.426 -0.141 -0.204 0.115 0.114
H 2.758 7.952 -0.339 0.094 -0.326 -0.284 0.105
H 0.039 -2.491 7.923 0.391 -0.011 0.230 0.075
C 4.038 3.841 7.470 -1.393 1.966 -1.742 -0.032
H -6.149 -5.132 0.994 0.150 0.341 -0.086 0.086
H -2.053 4.289 4.740 -0.055 0.082 -0.314 0.136
H -5.293 -2.424 5.242 -0.203 -0.193 -0.278 0.110
H 1.949 5.592 5.020 0.237 -0.184 0.425 0.089
C -1.529 -0.075 -0.742 -0.522 0.738 -0.113 -0.504
H -3.021 1.067 0.395 0.299 0.087 -0.438 0.066
H -1.921 2.856 3.760 0.440 0.348 -0.248 0.115
C -3.825 -4.795 4.532 0.057 -0.512 -0.444 -0.511
C 2.926 4.030 3.091 0.391 0.429 -0.032 -0.036
C 1.898 -1.014 -5.148 -1.022 0.506 -0.182 -0.036
O 2.683 -2.319 -0.591 0.740 -0.107 -0.937 -0.115
C -1.428 -6.127 -3.300 1.026 -0.608 -1.097 -0.453
H -0.099 -7.284 -2.114 0.777 -0.001 0.050 0.076
C -0.982 -1.040 -8.310 -0.013 -0.417 -0.618 -0.129
H -0.027 -3.321 -5.822 -0.214 -0.352 0.501 0.105
H -7.122 -5.409 3.176 -0.195 0.118 0.184 0.084
C 4.671 3.169 6.278 -0.290 -0.519 -0.253 -0.527
H 4.649 1.136 7.070 -0.170 0.070 0.197 0.116
C -6.055 0.768 3.154 -1.285 -1.578 -0.330 -0.174
O -0.401 -2.132 7.158 -0.411 0.612 -0.636 -0.077
H 4.876 1.330 5.357 -0.137 -0.582 -0.312 0.104
C 0.477 -1.284 6.378 -0.344 -0.682 0.473 -0.218
H 0.529 8.179 2.241 -0.321 0.785 1.187 0.074
H -5.402 -6.541 3.546 -0.163 0.046 0.154 0.075
H 6.761 0.902 1.955 -0.435 0.536 0.300 0.130
C 1.188 0.627 0.274 -0.480 -2.151 -0.102 -0.105
H 1.270 2.229 4.466 0.890 -0.410 0.243 0.110
C 2.829 3.618 4.538 0.985 0.293 0.692 -0.456
O -4.286 3.898 3.565 -0.540 0.025 -0.195 -0.073
C 0.534 -1.081 -8.669 -0.811 0.481 0.158 -0.511
C 4.477 1.371 -3.377 -0.483 0.334 0.333 -0.244
H 2.006 3.767 2.593 -0.365 0.146 -0.439 0.064
H -1.855 -5.493 3.851 -0.477 -0.043 0.151 0.088
C 0.971 0.212 -9.471 -0.671 -1.505 0.304 -0.009
C -6.880 -4.374 3.440 1.074 -0.238 -0.284 -0.014
N -1.829 -6.009 -4.704 0.464 0.870 -0.581 -0.096
H 2.488 0.402 6.092 0.065 0.134 -0.783 0.078
N -0.201 6.425 -0.543 -0.153 0.245 -0.141 -0.076
C -0.703 -3.867 -5.125 0.682 0.559 0.313 -0.133
H 4.165 2.051 1.014 -0.511 -0.039 -0.442 0.093
H -2.799 -7.835 -2.882 -0.004 0.707 0.266 0.088
N -0.968 -0.676 0.473 0.116 0.453 1.512 -0.090
H 0.862 1.143 -8.971 -0.015 0.550 0.565 0.045
H 4.328 0.346 -0.546 -0.066 0.153 0.071 0.046
H -5.506 -5.966 5.385 0.239 0.554 0.108 0.087
C 0.000 7.649 0.266 -0.469 0.782 -0.234 -0.469
H -2.248 -4.631 -0.430 0.084 -0.250 0.401 0.096
H -0.760 -1.121 -5.584 0.078 -0.379 -0.045 0.091
H 0.135 -4.233 1.413 0.256 0.477 -0.007 0.117
H -2.952 -4.311 2.026 -0.459 0.094 0.138 0.041
H 2.601 6.271 -2.423 -0.357 0.724 0.308 0.125
H 1.433 -0.593 -4.245 0.375 -0.010 0.059 0.071
O -0.788 4.565 3.223 1.542 0.325 -1.425 -0.071
H 0.174 -0.736 -1.870 -0.381 1.199 0.135 0.122
H 3.118 5.124 3.054 -0.217 -0.667 -0.313 0.098
N -4.365 -4.970 3.098 -0.575 1.811 1.790 -0.098
H 1.090 -1.807 1.538 0.106 -0.213 -0.066 0.064
H 1.848 -2.183 -9.832 -0.096 -0.214 -0.976 0.075
H 0.002 -1.409 2.895 -0.061 0.037 -0.304 0.068
C -1.417 8.276 0.505 0.293 -0.083 -0.171 -0.039
H -2.743 -1.052 -2.351 -0.091 0.574 0.484 0.099
H 1.680 7.103 1.567 0.289 0.120 -0.114 0.061
H 1.617 -2.063 -5.190 0.475 -0.250 0.289 0.064
H -0.794 4.554 2.241 0.141 0.051 0.584 0.072
C 4.511 -2.436 -2.206 -0.775 -0.943 0.457 -0.224
C -3.135 4.369 2.883 0.259 0.303 0.972 -0.223
C 1.154 -0.366 -6.357 0.092 -0.679 -0.133 -0.481
H 4.278 2.826 -2.070 0.707 0.944 -0.044 0.064
H 2.664 1.415 3.790 0.562 0.848 -0.004 0.116
N 4.257 3.767 5.001 -0.229 -0.733 -0.271 -0.121
H 1.507 1.523 -1.647 -0.307 -0.112 0.005 0.100
H 1.798 -0.258 -0.079 -0.512 0.842 0.590 0.117
H 0.399 1.879 2.282 -0.199 0.045 0.356 0.073
H 1.988 0.076 -9.802 0.307 0.138 -0.099 0.078
H -6.470 1.641 3.589 -0.590 0.984 0.385 0.106
H 6.499 4.214 6.890 0.170 0.018 0.091 0.083
H 1.204 1.663 -7.111 0.117 0.611 -0.560 0.060
H -6.774 -4.268 4.509 -0.503 0.042 0.177 0.057
C -2.629 -6.793 -2.553 0.914 1.111 0.066 -0.021
H 0.317 0.255 -10.328 -0.127 -0.010 -0.509 0.080
H 0.960 9.645 -0.016 0.067 -0.808 -0.080 0.128
H -3.338 -1.096 -0.624 -0.397 -0.275 -0.347 0.081
H 1.085 7.142 -2.793 -0.011 -0.182 -0.139 0.110
H -1.139 1.025 -7.739 0.012 0.206 0.050 0.104
O -2.057 -0.965 1.413 0.658 -0.317 -0.625 -0.044
H -3.126 5.455 2.835 -0.176 0.292 -0.276 0.125
C 0.659 1.267 -0.996 -0.661 -0.810 -0.458 -0.151
H 2.227 1.938 6.798 -0.119 0.072 -0.459 0.107
H 0.233 0.204 4.810 -0.531 -0.442 0.487 0.093
C -3.415 -3.332 4.701 0.604 0.048 -1.076 -0.135
H -2.875 -6.740 4.587 -0.250 -0.548 -0.193 0.073
H 0.900 4.255 4.735 -0.847 0.130 0.537 0.047
H -0.339 -7.973 -3.673 0.129 -0.848 -0.771 0.060
H -0.818 0.877 3.060 -0.608 0.111 0.143 0.062
C -0.109 -7.063 -3.183 -2.508 1.648 1.407 0.009
C 0.620 7.312 1.649 0.718 0.200 -1.902 -0.006
H 1.746 -2.526 -0.431 -0.094 -0.175 -0.218 0.018
H 5.254 5.317 4.451 0.505 -0.130 -0.625 0.100
H -6.348 -3.333 0.934 -0.248 -0.334 -0.158 0.091
C 5.100 1.545 0.786 0.040 0.273 -0.338 -0.249
C -1.919 3.965 3.692 -1.476 -1.063 0.897 -0.287
H 2.006 1.353 -5.573 -0.123 0.363 -0.291 0.080
H -1.711 2.034 -0.355 -0.496 0.289 -0.098 0.053
C -2.477 -1.140 -1.282 0.315 -0.976 -0.712 -0.018
H 1.769 4.355 6.356 -0.463 0.194 -0.243 0.059
H 0.180 6.420 2.040 -0.490 -0.050 0.581 0.052
H -2.124 -1.953 1.372 -0.094 0.616 0.194 0.064
H -2.059 8.374 -0.388 0.580 -0.298 0.082 0.091
H 4.447 -3.347 -3.865 0.289 0.471 -0.313 0.090
H 6.059 0.559 -2.281 0.471 0.411 -0.057 0.115
C 6.215 3.342 6.313 -1.026 -0.439 -0.070 -0.004
H -0.396 4.043 -1.732 -0.002 -0.331 0.182 0.049
H 1.543 -0.620 2.728 0.577 0.328 0.290 0.075
H -4.203 -1.300 4.575 0.229 -0.533 -0.229 0.110
C -4.803 -5.143 5.634 0.178 -1.439 1.291 -0.036
C 4.277 1.673 6.198 -0.483 0.476 -0.586 -0.100
H 6.367 0.653 -4.083 -0.274 0.379 0.911 0.143
H 1.152 4.181 -2.672 -0.672 -0.113 0.131 0.089
O 4.784 -2.474 -3.601 -0.065 -0.618 0.134 -0.083
C 0.789 -2.248 -9.613 -0.492 -0.676 0.737 -0.042
C 2.387 2.120 4.597 -1.704 -0.023 0.741 -0.118
H 4.176 4.948 7.294 0.138 -1.097 0.908 0.112
C 0.781 8.707 -0.589 0.016 -0.626 0.002 -0.135
O -5.341 2.366 1.458 -0.372 0.108 -0.694 -0.061
H 3.938 0.462 -3.515 -0.276 -0.850 -0.142 0.094
H 0.085 2.164 -0.828 0.141 0.542 0.256 0.057
C 5.815 1.475 2.112 0.685 -1.236 0.720 -0.248
C -1.336 0.054 -7.292 2.582 -0.781 -0.082 -0.141
H -1.040 -1.115 4.820 0.736 0.383 0.289 0.116
H -1.821 -0.079 6.838 0.556 -0.256 -0.466 0.089
H -1.443 -0.885 -9.292 -0.361 0.166 0.199 0.111
C -4.540 -2.349 4.448 0.175 0.693 0.517 -0.178
H 1.161 -1.942 5.849 0.088 0.069 -0.570 0.116
C -1.740 -4.689 0.548 1.019 1.853 -1.047 -0.204
H 2.609 -3.593 -2.224 0.352 0.350 -0.285 0.115
H -3.135 3.963 1.876 -0.008 -0.220 -0.116 0.119
H -2.743 -4.932 -6.731 -0.865 0.268 0.328 0.076
O 2.685 -1.254 -7.910 -0.390 0.326 0.567 -0.044
H 2.533 8.834 -1.842 0.045 -0.130 -0.010 0.106
H 1.100 -0.672 7.034 -0.333 0.236 0.070 0.099
H -0.482 -2.237 0.022 0.321 0.173 0.128 0.036
O -1.270 0.401 6.199 0.012 0.580 0.100 -0.070
H 4.894 -1.517 -1.790 -0.102 0.498 -0.054 0.085
H 2.708 4.576 -0.743 -0.460 -0.372 0.329 0.087
H -5.676 0.180 3.996 0.350 0.015 -0.400 0.100
C -5.698 -4.162 1.240 -0.719 0.540 0.406 -0.025
H 0.785 -5.445 -6.960 0.105 0.334 -0.107 0.081
C 2.974 -2.571 -2.000 -0.151 0.292 1.761 -0.193
C -0.476 1.239 2.105 1.166 0.361 -0.453 -0.015
H -3.037 1.347 -1.345 -0.297 0.277 -0.560 0.086
O -4.733 -6.301 2.892 0.112 -0.296 -0.391 -0.024
H -4.779 -4.002 0.680 0.223 -0.235 0.244 0.070
H 4.461 3.428 8.321 0.938 -0.215 1.935 0.066
H 2.846 0.801 -6.979 -0.132 0.309 -0.582 0.087
H -4.356 -2.281 2.315 0.281 0.146 -0.120 0.108
H -0.776 -4.836 -1.779 0.492 0.321 -0.309 0.063
H 5.684 2.195 0.116 -0.121 -0.060 0.106 0.121
H -1.952 7.695 1.237 -0.306 -0.280 0.328 0.060
H -2.048 -4.113 -2.693 0.206 -0.376 -0.211 0.127
C -2.393 1.197 -0.503 0.745 -0.672 1.021 -0.006
H -5.098 0.393 1.355 0.341 -0.534 -0.510 0.112
H 2.394 -1.840 -2.594 0.550 -0.334 -0.088 0.093
C -0.189 -3.882 -3.669 1.332 -0.301 -0.807 -0.170
C -2.616 -5.700 4.627 1.556 0.478 0.644 -0.039
O 6.373 2.518 -3.104 0.666 0.351 0.365 -0.055
C -1.738 -5.212 -6.952 0.084 0.543 -0.566 -0.046
C 2.066 8.101 -1.178 -0.052 -0.178 0.362 -0.174
H 6.556 3.437 5.290 0.280 0.084 -0.136 0.071
O -0.920 5.517 0.318 0.368 -0.289 -0.361 -0.064
C 1.801 4.858 -0.172 0.706 1.225 -1.268 -0.005
C 1.847 0.982 -6.598 -0.313 -0.633 1.676 -0.026
H -1.800 -6.128 -7.551 0.414 0.084 0.365 0.090
H 5.512 2.900 3.425 -0.041 0.098 0.030 0.027
H -4.066 1.184 2.572 0.332 -0.077 -0.079 0.114
O -2.055 -7.315 -5.220 -0.738 -0.238 -0.333 -0.058
H 2.946 -2.153 -7.802 0.704 -1.004 0.108 0.088
H 1.280 3.998 0.218 -0.214 -0.350 -0.182 0.059
H 0.293 -5.060 -0.126 -0.105 0.488 0.085 0.117
C -5.540 -4.011 2.774 1.029 -0.561 -1.242 -0.446
C 1.780 4.544 5.287 1.199 -0.953 -1.467 0.013
H -1.331 -2.057 -7.994 0.426 0.803 0.071 0.117
H -7.661 -3.730 3.051 -0.078 0.120 0.020 0.094
H -1.777 -5.682 0.950 0.111 -0.726 0.086 0.120
H 0.619 -3.243 -9.150 0.031 0.612 0.170 0.085
H -0.422 0.538 -5.309 -0.385 0.253 -0.100 0.109
C 0.937 5.711 -1.185 -0.780 -0.001 0.432 -0.453
N 1.308 -1.355 -7.449 0.212 0.954 -0.801 -0.068
H 3.780 3.484 2.653 -0.586 0.403 -0.130 0.072
H 2.180 5.414 0.682 -0.165 0.200 -0.085 0.045
H 4.325 1.996 -4.240 -0.184 0.360 -0.522 0.118
H 0.826 -4.337 -3.683 -0.373 0.283 0.138 0.103
H 0.157 -6.970 -6.385 0.305 0.495 0.431 0.102
H -2.662 -3.228 3.899 0.088 0.546 0.449 0.115
H 7.293 2.585 -2.841 0.097 -0.164 0.045 0.094
C 0.377 -5.925 -6.079 0.536 -1.261 0.485 -0.037
H -3.010 -7.321 -5.445 0.908 0.084 0.214 0.122
C -5.050 1.153 2.106 0.163 0.171 0.674 -0.264
H -2.335 0.033 -6.950 -1.203 -0.125 0.192 0.093
H 2.945 3.709 7.530 0.624 -0.244 0.050 0.058
H -5.324 -4.231 5.857 -0.663 -0.071 0.528 0.051
O 4.931 0.248 0.202 0.124 0.548 0.626 -0.071
H -0.250 5.239 -3.014 0.170 0.093 0.234 0.083
C -0.403 -0.443 5.455 -0.368 -0.610 0.186 -0.245
H 0.059 -2.205 -10.424 0.640 0.155 -0.465 0.089
C 0.293 4.716 -2.218 1.391 0.877 0.027 -0.025
C 2.728 1.459 5.941 1.646 0.724 1.032 -0.142
C -0.245 -4.240 0.387 -0.451 -0.589 -0.272 -0.181
C -0.400 -0.230 -6.088 1.030 0.595 0.555 -0.103
O -2.367 -3.790 1.442 0.108 0.139 0.152 -0.122
H -1.342 -4.411 -7.573 0.173 0.003 -0.328 0.064
H -0.067 -2.880 -3.238 -0.059 -0.101 -0.237 0.100
H 0.755 -6.543 -3.562 0.254 -0.220 0.256 0.046
H -1.626 -3.307 -5.129 -0.641 0.048 -0.128 0.114
H -1.805 5.602 -0.029 -0.469 -0.164 -0.114 0.100
```
Positions in Å, forces in eV/Å.

Calculated values
E = -4517.46614 hartree
E_HOMO = -8.310 eV
charge = 0
ΔE to the lowest compared entry with this formula, charge and spin = 0.0 kJ/mol